Entry 1:
# C21H24N2O2

The molecule C21H24N2O2 (ωB97M-V/def2-TZVPD, OMol25).

Geometry as XYZ:
```
49
Properties=species:S:1:pos:R:3:forces:R:3
C -2.307 2.102 3.026 -0.060 -0.404 -0.137
C -2.121 0.589 2.942 0.271 0.320 0.253
H -2.253 0.145 3.933 0.101 0.031 -0.148
H -1.114 0.341 2.584 -0.100 -0.045 0.049
O -3.105 -0.039 2.147 -0.241 -0.106 -0.368
C -3.025 0.045 0.791 -0.152 -0.078 0.056
C -1.990 0.618 0.077 -0.116 -0.053 0.196
C -1.987 0.618 -1.317 -0.191 -0.110 -0.193
C -3.043 0.043 -1.993 0.259 0.143 0.033
C -4.100 -0.526 -1.294 -0.227 -0.101 0.209
C -4.107 -0.536 0.089 -0.069 -0.016 0.156
O -5.091 -1.073 0.868 0.415 0.213 0.036
C -6.197 -1.658 0.232 -0.173 -0.094 -0.129
H -6.742 -0.933 -0.382 0.033 -0.033 0.013
H -6.845 -2.009 1.033 0.010 0.006 -0.091
H -5.903 -2.510 -0.392 -0.009 0.046 0.013
H -4.915 -0.964 -1.848 -0.105 -0.067 0.011
H -3.059 0.035 -3.073 0.030 -0.010 -0.119
C -0.835 1.263 -2.042 -0.009 0.091 -0.022
N 0.426 0.971 -1.386 0.003 0.044 -0.068
C 0.745 -0.444 -1.468 -0.076 -0.198 -0.034
C 2.069 -0.673 -0.831 0.160 0.422 -0.009
C 2.977 0.306 -0.555 -0.434 -0.081 -0.195
C 4.107 -0.327 0.042 -0.061 -0.453 0.053
C 5.331 0.126 0.532 -0.064 -0.038 -0.019
C 6.214 -0.794 1.051 0.189 0.115 0.070
C 5.906 -2.155 1.093 -0.003 -0.126 0.018
C 4.703 -2.633 0.616 -0.013 -0.099 0.010
C 3.807 -1.713 0.091 0.469 0.311 0.151
N 2.562 -1.894 -0.447 -0.312 -0.228 -0.120
H 2.083 -2.774 -0.537 0.054 0.080 0.022
H 4.466 -3.687 0.649 0.007 -0.105 0.015
H 6.626 -2.846 1.509 0.041 -0.063 0.026
H 7.168 -0.462 1.436 0.067 0.036 0.025
H 5.575 1.178 0.503 0.050 0.105 0.009
C 2.694 1.736 -0.868 -0.110 -0.069 -0.095
H 3.571 2.225 -1.296 0.002 0.045 -0.010
C 1.528 1.792 -1.860 0.215 0.219 0.142
H 1.175 2.821 -1.953 -0.019 -0.064 -0.048
H 1.877 1.460 -2.855 -0.030 0.036 0.014
H 2.421 2.270 0.046 0.016 0.100 -0.041
H -0.041 -1.009 -0.956 0.065 -0.012 -0.067
H 0.770 -0.793 -2.524 -0.058 0.049 0.120
H -0.975 2.349 -2.026 0.082 -0.063 -0.072
H -0.836 0.942 -3.101 -0.023 0.052 0.072
H -1.143 1.064 0.571 0.080 0.031 0.147
H -1.559 2.527 3.690 0.084 0.075 0.064
H -3.297 2.329 3.414 -0.073 0.047 0.049
H -2.210 2.559 2.044 0.026 0.099 -0.047
```
Positions in Å, forces in eV/Å.

The value obtained for the total energy is -29241.4886 eV. The value obtained for the energy above the lowest of the compared OMol25 structures with the same formula, charge and spin is 55.7 kcal/mol. Its SMILES is CCOc1cc(CN2CCc3c([nH]c4ccccc34)C2)ccc1OC. The calculation puts the LUMO energy at 0.8 eV. The HOMO energy is -7.62 eV. The spin multiplicity is 1. Its total charge is 0.

Entry 2:
# C5H13N2O2PS2

The molecule C5H13N2O2PS2 in a non-equilibrium geometry (ωB97M-V/def2-TZVPD, OMol25).

Geometry as XYZ:
```
25
Properties=species:S:1:pos:R:3:forces:R:3
C 1.264 0.283 -0.247 -1.049 1.316 1.035
C 2.802 -1.565 0.251 -5.021 -0.730 -0.500
C 3.654 0.601 0.113 -1.486 5.198 -1.326
C -2.561 2.274 -0.489 -0.931 -0.050 -1.355
C -2.982 -2.017 -0.572 -1.454 -0.712 1.623
N -1.330 0.967 1.626 -1.477 -0.944 -0.461
N 2.439 -0.107 0.266 0.437 -3.032 -1.064
O -2.461 0.842 -0.607 -0.087 0.245 -0.223
O -2.601 -1.330 0.646 2.207 1.479 -0.799
P -1.646 0.003 0.471 -0.247 -0.081 0.055
S 0.807 1.881 -0.336 0.588 -0.701 -0.782
S 0.078 -1.067 -0.397 -0.764 0.990 0.134
H 2.292 -2.183 1.039 0.637 1.042 -0.081
H 2.262 -2.053 -0.657 2.073 0.705 0.866
H 3.819 -1.542 0.380 2.289 -0.939 -0.302
H 4.190 0.508 0.953 2.136 -0.750 3.283
H 4.326 0.395 -0.706 -0.382 -0.457 -0.789
H 3.432 1.747 0.145 0.262 -2.006 -0.536
H -3.476 2.667 -0.915 -0.766 -0.762 0.382
H -1.878 2.846 -1.026 1.977 -0.073 -1.858
H -2.334 2.686 0.428 -0.344 -0.052 2.617
H -2.415 -2.842 -0.981 1.078 0.220 0.392
H -3.328 -1.373 -1.322 0.020 1.234 -1.114
H -3.865 -2.448 -0.164 -0.978 -0.893 -0.281
H -0.488 0.825 2.101 1.285 -0.246 1.083
```
Positions in Å, forces in eV/Å.

The value obtained for the total energy is -43428.7368 eV. The value obtained for the energy above the lowest of the compared OMol25 structures with the same formula, charge and spin is 82.4 kcal/mol. Its SMILES is COP(=N)(OC)SC(=S)N(C)C. The calculation puts the LUMO energy at 0.2 eV. The HOMO energy is -8.11 eV. The spin multiplicity is 1. Its total charge is 0.

Entry 3:
# C4H8O2

The molecule C4H8O2 in a non-equilibrium geometry (ωB97M-V/def2-TZVPD, OMol25).

Geometry as XYZ:
```
14
Properties=species:S:1:pos:R:3:forces:R:3
O 1.740 -0.704 0.474 -0.378 -0.781 -0.053
C 1.299 0.142 -0.580 -0.430 0.113 -0.269
C -0.028 0.528 0.028 -0.372 -0.862 -0.074
O 0.173 1.303 1.148 0.052 0.021 0.156
C -0.930 -0.795 0.277 -0.573 0.353 -0.155
C -1.362 0.417 -0.528 -0.468 0.241 -0.291
H 0.784 -1.054 0.655 2.343 -0.185 0.337
H 1.185 -0.394 -1.531 0.003 -0.009 0.067
H 1.969 1.000 -0.738 -0.199 -0.289 0.256
H 1.006 0.933 1.501 -0.333 0.322 0.236
H -1.366 -0.897 1.269 0.115 0.198 -0.179
H -0.914 -1.733 -0.293 0.497 0.447 0.177
H -1.415 0.231 -1.592 -0.209 0.191 -0.023
H -2.141 1.022 -0.089 -0.048 0.241 -0.185
```
Positions in Å, forces in eV/Å.

The value obtained for the total energy is -8370.5026 eV. The value obtained for the energy above the lowest of the compared OMol25 structures with the same formula, charge and spin is 64.1 kcal/mol. Its SMILES is OCC1(O)CC1. The calculation puts the LUMO energy at 1.0 eV. The HOMO energy is -9.56 eV. The spin multiplicity is 1. Its total charge is 0.

Entry 4:
# C6H12NO

The ion C6H12NO with charge +1 in a non-equilibrium geometry (ωB97M-V/def2-TZVPD, OMol25).

Geometry as XYZ:
```
20
Properties=species:S:1:pos:R:3:forces:R:3
C 2.028 -0.269 -1.456 -1.457 1.542 -1.450
C -0.044 0.868 -1.373 -2.850 0.575 1.581
C -0.394 0.131 -0.029 -1.438 0.121 -1.250
C -0.327 -1.376 -0.214 0.126 0.253 -0.117
C -1.857 0.597 0.267 0.261 -0.314 -0.267
C 0.991 0.059 1.991 0.379 -0.313 1.330
N 0.365 0.722 0.961 1.042 1.626 -0.479
O 1.157 0.445 -1.975 3.018 -1.715 0.418
H 2.880 -0.492 -2.104 0.471 -0.375 0.178
H -0.830 0.701 -2.115 0.320 -0.042 -0.092
H 0.050 1.943 -1.185 0.166 -0.240 -0.078
H 0.711 -1.662 -0.435 -0.024 -0.449 0.114
H -0.961 -1.693 -1.038 -0.010 -0.047 -0.131
H -0.650 -1.902 0.681 0.147 -0.028 0.080
H -1.890 1.673 0.416 0.026 0.041 -0.001
H -2.199 0.104 1.173 -0.053 -0.001 0.035
H -2.502 0.318 -0.561 -0.210 -0.053 -0.027
H 1.098 -1.027 1.910 0.000 -0.007 0.032
H 0.424 0.304 2.906 0.039 -0.302 0.131
H 1.951 0.555 2.182 0.046 -0.272 -0.006
```
Positions in Å, forces in eV/Å.

The value obtained for the total energy is -9941.0066 eV. The value obtained for the energy above the lowest of the compared OMol25 structures with the same formula, charge and spin is 33.0 kcal/mol. The calculation puts the LUMO energy (alpha / beta) at -6.2 / -7.6 eV. The HOMO energy (alpha / beta) is -12.85 / -13.37 eV. The spin multiplicity is 3. Its total charge is +1.

Entry 5:
# C10H20AuF3IO7PS

A structure of composition C10H20AuF3IO7PS (ωB97M-V/def2-TZVPD, OMol25).

Geometry as XYZ:
```
44
Properties=species:S:1:pos:R:3:forces:R:3
Au 0.117 -0.623 0.104 0.068 -0.383 -0.090
C 4.248 -1.317 -2.327 -0.001 0.050 0.035
C 2.853 -1.241 -2.943 0.074 0.019 -0.010
C 2.956 -1.299 -4.464 -0.016 -0.003 -0.013
C 1.985 -2.381 -2.426 -0.031 -0.007 0.018
O 2.198 0.002 -2.669 -0.122 -0.104 -0.131
P 2.451 0.916 -1.341 0.200 0.112 0.191
O 3.774 1.578 -1.459 -0.026 -0.070 0.058
O 2.159 0.089 -0.103 -0.193 0.087 -0.167
O 1.231 1.931 -1.461 -0.039 0.047 -0.025
C 0.726 2.659 -2.587 0.017 -0.021 -0.018
C -0.338 1.797 -3.260 -0.015 -0.031 0.044
C 0.084 3.903 -1.989 -0.007 0.005 0.019
C 1.837 3.039 -3.561 0.031 -0.019 0.007
H 4.705 -2.273 -2.600 0.013 0.006 -0.005
H 4.192 -1.247 -1.241 -0.014 -0.038 0.001
H 4.870 -0.493 -2.676 -0.001 -0.002 -0.014
H 3.407 -2.242 -4.784 0.000 0.000 -0.004
H 3.565 -0.470 -4.829 0.015 -0.003 0.009
H 1.961 -1.216 -4.906 -0.002 -0.004 0.006
H 2.463 -3.343 -2.636 -0.018 -0.009 -0.010
H 1.003 -2.356 -2.901 0.003 0.007 -0.003
H 1.827 -2.278 -1.352 0.032 -0.002 0.001
H -1.081 1.506 -2.515 -0.005 0.017 0.000
H 0.110 0.894 -3.673 0.011 0.006 -0.008
H -0.828 2.361 -4.060 -0.002 -0.013 -0.005
H -0.602 3.608 -1.196 -0.028 -0.016 -0.013
H -0.463 4.451 -2.762 0.025 0.021 0.005
H 0.847 4.554 -1.559 0.005 -0.006 0.003
H 2.314 2.152 -3.977 -0.035 -0.006 -0.025
H 2.607 3.617 -3.048 -0.013 0.017 0.003
H 1.412 3.634 -4.374 0.014 0.012 0.003
I -3.508 -0.785 0.724 -0.019 -0.124 -0.087
C -1.605 -1.707 0.163 0.027 -0.035 0.028
H -1.871 -2.147 -0.797 0.052 -0.010 -0.014
H -1.547 -2.517 0.890 0.002 -0.009 -0.005
F -0.227 4.352 1.346 -0.022 0.053 -0.037
C -0.171 3.303 2.192 -0.018 0.056 0.023
F -0.305 3.818 3.436 0.005 -0.019 0.096
F 1.062 2.796 2.116 0.059 -0.018 -0.086
S -1.481 2.043 1.830 -0.143 0.310 0.234
O -1.014 0.911 2.599 -0.014 0.031 -0.010
O -2.677 2.690 2.337 0.043 0.030 -0.022
O -1.414 1.928 0.390 0.088 0.066 0.019
```
Positions in Å, forces in eV/Å.

The value obtained for the total energy is -65102.6075 eV. The value obtained for the energy above the lowest of the compared OMol25 structures with the same formula, charge and spin is 23.8 kcal/mol. The calculation puts the LUMO energy at 4.7 eV. The HOMO energy is -1.91 eV. The spin multiplicity is 1. Its total charge is -2.

Entry 6:
# C5H13NO

A cluster of 2 separate species, C5H13NO in total in a non-equilibrium geometry (ωB97M-V/def2-TZVPD, OMol25).

Geometry as XYZ:
```
20
Properties=species:S:1:pos:R:3:forces:R:3
C 2.228 1.022 0.938 0.993 -0.132 -1.421
C 1.069 1.801 1.462 -2.208 -0.241 1.368
C -0.161 0.832 1.618 1.267 0.989 -0.811
C -0.994 0.696 0.388 -0.072 -0.879 -0.877
C -1.175 -0.503 -0.222 0.605 0.832 0.161
N -2.241 -0.886 -1.003 0.070 -0.047 -0.806
H 1.996 0.631 -0.062 -0.093 0.378 -0.114
H 3.139 1.614 0.830 -0.007 0.050 0.008
H 2.517 0.090 1.429 -0.308 0.301 0.831
H 0.695 2.625 0.851 0.611 -0.029 -0.472
H 1.199 2.269 2.442 0.628 -0.181 0.017
H -0.800 1.095 2.460 -0.039 0.227 0.020
H 0.292 -0.108 1.870 -0.140 -0.865 0.182
H -1.391 1.551 -0.149 -0.874 0.322 0.861
H -0.279 -1.113 -0.345 -0.529 -0.919 1.103
H -3.055 -0.303 -0.986 -0.133 0.291 0.213
H -2.498 -1.856 -0.920 0.230 -0.069 -0.257
H 0.356 -2.740 -3.126 0.281 -0.002 0.151
H -0.455 -3.829 -3.840 0.089 0.160 0.060
O -0.441 -2.887 -3.632 -0.371 -0.185 -0.215
```
Positions in Å, forces in eV/Å.

The value obtained for the total energy is -8931.7627 eV. The value obtained for the energy above the lowest of the compared OMol25 structures with the same formula, charge and spin is 51.8 kcal/mol. Its SMILES is CCC/C=C/N.O. The calculation puts the LUMO energy at 0.8 eV. The HOMO energy is -7.38 eV. The spin multiplicity is 1. Its total charge is 0.